The following is a DFT calculation (the ωB97M-V functional and the def2-TZVPD basis) of 9 unconnected molecules or ions with the total composition H18O9.

Summary:
LUMO = -0.14 eV
orbital gap = 10.69 eV
HOMO level = -10.825 eV
structure (SMILES) = O.O.O.O.O.O.O.O.O
energy above the lowest of the compared OMol25 structures with the same formula, charge and spin = 93.9 kcal/mol

Last column: Mulliken charge in e.
CARTESIAN COORDINATES (ANGSTROEM)
O  -1.275  0.147  0.715  -0.473
H  -0.457  -0.107  0.273  0.077
H  -1.631  -0.685  1.045  0.411
O  -3.758  0.252  1.327  -0.597
H  -3.834  0.371  2.281  0.309
H  -4.352  0.916  0.961  0.307
O  3.127  -0.413  1.268  -0.550
H  3.346  0.334  1.837  0.288
H  3.247  -1.183  1.835  0.279
O  0.154  -1.362  -4.423  -0.628
H  0.034  -2.310  -4.297  0.313
H  0.443  -1.045  -3.560  0.311
O  -2.831  1.319  -0.518  -0.562
H  -2.941  1.679  0.370  0.294
H  -3.304  1.940  -1.083  0.270
O  -1.324  -2.323  0.109  -0.696
H  -0.458  -1.902  0.078  0.286
H  -1.870  -1.779  -0.470  0.364
O  4.116  1.736  -0.478  -0.622
H  3.679  2.088  0.305  0.300
H  3.496  1.081  -0.818  0.323
O  -1.219  2.072  2.492  -0.644
H  -1.308  1.802  1.571  0.360
H  -0.984  1.259  2.953  0.291
O  3.160  -1.097  -1.569  -0.586
H  3.175  -2.051  -1.430  0.283
H  3.571  -0.738  -0.775  0.291


The following is a DFT calculation (the ωB97M-V functional and the def2-TZVPD basis) of a molecular structure, C7H5ClN2O4S3V.

Summary:
LUMO (alpha / beta) = -2.01 / -1.30 eV
orbital gap (alpha / beta) = 6.77 / 7.48 eV
2S+1 = 2
HOMO level (alpha / beta) = -8.777 / -8.784 eV
energy above the lowest of the compared OMol25 structures with the same formula, charge and spin = 4.5 kcal/mol

Last column: Mulliken charge in e.
CARTESIAN COORDINATES (ANGSTROEM)
V  0.026  0.042  -0.268  0.721
C  -3.507  -1.439  1.021  -1.289
C  -2.181  -2.073  1.241  0.207
N  -1.010  -1.623  0.828  0.068
C  -0.070  -2.528  1.262  0.474
C  -0.661  -3.522  1.957  -0.057
N  -2.000  -3.230  1.918  0.003
C  -0.206  -4.736  2.676  0.500
O  1.105  -4.935  2.762  -0.512
O  -1.023  -5.465  3.172  -0.577
C  1.320  -2.224  0.936  0.815
O  2.283  -2.884  1.215  -0.674
O  1.395  -1.038  0.279  -0.745
H  -3.383  -0.511  0.471  0.282
H  -3.986  -1.220  1.975  0.346
H  -4.152  -2.100  0.442  0.344
H  -2.703  -3.811  2.353  0.243
H  1.604  -4.203  2.337  0.405
S  0.780  4.190  0.896  -0.202
C  0.553  2.671  0.449  0.421
S  1.329  1.833  -0.901  -0.185
S  -0.505  1.517  1.303  -0.204
Cl  -1.458  0.071  -1.757  -0.384


The following is a DFT calculation (the ωB97M-V functional and the def2-TZVPD basis) of C3H5NS2 in the gas phase.

Summary:
LUMO = 0.20 eV
orbital gap = 9.21 eV
HOMO level = -9.002 eV
structure (SMILES) = C=C/N=C\SS
energy above the lowest of the compared OMol25 structures with the same formula, charge and spin = 54.7 kcal/mol

Last column: Mulliken charge in e.
CARTESIAN COORDINATES (ANGSTROEM)
C  -0.832  2.293  0.254  -0.768
C  -0.325  1.254  -0.396  -0.051
N  0.946  0.731  -0.033  -0.421
C  1.239  -0.469  0.018  0.009
S  -0.229  -1.690  0.230  -0.104
S  0.290  -3.744  0.292  -0.223
H  -1.765  2.791  0.171  0.263
H  -0.384  2.917  1.038  0.250
H  -0.902  0.591  -0.952  0.472
H  2.248  -0.703  0.358  0.394
H  -0.286  -3.969  -0.980  0.181


The following is a DFT calculation (the ωB97M-V functional and the def2-TZVPD basis) of 8 unconnected molecules or ions with the total composition C29H38BF7NO24.

Summary:
LUMO = 1.46 eV
total charge = -1
orbital gap = 3.54 eV
HOMO level = -2.071 eV
energy above the lowest of the compared OMol25 structures with the same formula, charge and spin = 0.0 kcal/mol

Last column: Mulliken charge in e.
CARTESIAN COORDINATES (ANGSTROEM)
C  6.286  1.822  2.014  -1.052
B  4.801  1.302  1.729  0.495
O  4.703  0.276  0.724  -0.635
C  3.606  1.749  2.495  -0.928
N  3.436  3.226  2.739  -0.547
C  3.604  3.976  1.731  1.032
C  3.065  3.677  0.340  -0.827
C  4.309  5.303  1.923  -1.339
O  2.388  1.176  1.918  0.292
C  1.297  1.364  2.751  -0.541
C  -0.013  1.087  2.004  0.750
C  0.199  0.279  0.735  -1.392
O  -0.578  2.372  1.661  -0.283
H  6.971  0.967  2.023  0.234
H  6.616  2.451  1.177  0.281
H  6.394  2.349  2.960  0.265
H  4.280  0.628  -0.058  0.238
H  3.453  2.728  -0.029  0.012
H  3.287  4.482  -0.359  0.513
H  1.983  3.577  0.430  0.051
H  4.189  5.966  1.065  0.361
H  3.886  5.811  2.792  0.288
H  5.361  5.120  2.131  0.284
H  1.239  2.405  3.101  0.115
H  1.355  0.722  3.646  0.209
H  -0.719  0.567  2.658  0.099
H  0.485  0.919  -0.099  0.459
H  0.938  -0.506  0.859  0.147
H  -0.737  -0.193  0.451  0.355
H  -0.920  2.321  0.767  0.147
C  -0.889  4.703  4.022  0.085
C  -0.145  6.018  3.963  0.442
O  -1.150  6.950  4.347  -0.350
C  -2.032  6.294  5.149  0.596
O  -2.841  6.830  5.834  -0.536
O  -1.853  4.963  5.060  -0.362
F  0.282  6.322  2.716  -0.266
H  -1.403  4.488  3.086  0.108
H  -0.257  3.859  4.278  0.033
H  0.697  6.096  4.652  0.238
C  -0.282  -4.871  1.139  -0.406
C  0.448  -3.546  1.118  0.325
O  -0.607  -2.621  1.333  -0.114
C  -1.565  -3.252  2.047  0.374
O  -2.461  -2.707  2.608  -0.458
O  -1.372  -4.589  2.035  -0.324
F  1.017  -3.300  -0.087  -0.259
H  -0.673  -5.114  0.153  0.230
H  0.318  -5.696  1.501  0.314
H  1.200  -3.417  1.897  0.291
C  -5.418  0.485  -1.885  -0.387
C  -4.785  -0.882  -1.732  0.282
O  -3.419  -0.559  -1.562  -0.310
C  -3.356  0.683  -1.000  0.651
O  -2.388  1.150  -0.506  -0.440
O  -4.555  1.297  -1.086  -0.290
F  -4.928  -1.644  -2.846  -0.313
H  -5.386  0.827  -2.921  0.221
H  -6.439  0.536  -1.517  0.269
H  -5.129  -1.454  -0.869  0.303
C  -2.924  5.501  -3.457  -0.421
C  -2.348  4.300  -2.734  0.284
O  -3.455  3.412  -2.718  -0.128
C  -4.231  3.694  -3.791  0.555
O  -5.086  2.986  -4.212  -0.515
O  -3.891  4.891  -4.322  -0.366
F  -1.987  4.592  -1.469  -0.260
H  -3.428  6.171  -2.760  0.287
H  -2.190  6.056  -4.032  0.288
H  -1.511  3.819  -3.241  0.239
C  2.351  -6.158  -3.597  -0.271
C  1.291  -5.113  -3.323  0.333
O  0.658  -5.623  -2.164  -0.291
C  1.579  -6.362  -1.487  0.671
O  1.460  -6.695  -0.355  -0.512
O  2.639  -6.633  -2.272  -0.348
F  0.383  -5.025  -4.326  -0.296
H  1.955  -6.975  -4.200  0.218
H  3.240  -5.762  -4.072  0.156
H  1.674  -4.114  -3.107  0.352
C  3.659  -2.798  -7.476  -0.398
C  5.163  -2.981  -7.473  0.289
O  5.334  -4.019  -6.523  -0.288
C  4.201  -4.768  -6.521  0.681
O  4.102  -5.843  -6.030  -0.552
O  3.202  -4.118  -7.159  -0.302
F  5.816  -1.876  -7.054  -0.279
H  3.347  -2.104  -6.695  0.286
H  3.260  -2.473  -8.433  0.260
H  5.584  -3.299  -8.428  0.293
C  -4.634  -3.574  4.389  -0.230
C  -6.067  -3.428  3.927  0.321
O  -6.732  -4.439  4.662  -0.332
C  -6.031  -4.636  5.817  0.622
O  -6.444  -5.225  6.758  -0.516
O  -4.816  -4.057  5.731  -0.338
F  -6.217  -3.673  2.601  -0.289
H  -4.099  -4.316  3.800  0.169
H  -4.077  -2.646  4.380  0.296
H  -6.523  -2.463  4.157  0.298


The following is a DFT calculation (the ωB97M-V functional and the def2-TZVPD basis) of a molecular structure, C4H4O2.

Summary:
LUMO = -0.34 eV
orbital gap = 8.56 eV
HOMO level = -8.894 eV
energy above the lowest of the compared OMol25 structures with the same formula, charge and spin = 123.5 kcal/mol

Last column: Mulliken charge in e.
CARTESIAN COORDINATES (ANGSTROEM)
O  1.160  -0.549  0.911  -0.160
C  1.279  0.718  0.439  -0.473
C  0.405  -0.986  -0.233  -0.371
C  -0.857  -0.107  -0.153  -0.293
O  -1.074  0.460  1.109  -0.407
C  -0.189  1.143  0.206  0.187
H  0.994  -0.524  -1.055  0.276
H  0.446  -2.061  -0.368  0.373
H  -1.723  -0.232  -0.798  0.417
H  -0.447  2.138  -0.134  0.452


The following is a DFT calculation (the ωB97M-V functional and the def2-TZVPD basis) of 2 unconnected molecules or ions with the total composition H7N3O.

Summary:
LUMO = 1.01 eV
orbital gap = 9.51 eV
HOMO level = -8.498 eV
structure (SMILES) = NN.NO
energy above the lowest of the compared OMol25 structures with the same formula, charge and spin = 1.4 kcal/mol

Last column: Mulliken charge in e.
CARTESIAN COORDINATES (ANGSTROEM)
N  2.100  -0.494  -0.198  -0.519
N  0.901  -0.061  0.449  -0.482
H  1.888  -0.607  -1.185  0.249
H  2.842  0.200  -0.110  0.225
H  0.575  0.889  0.187  0.295
H  0.991  -0.189  1.453  0.241
N  -2.136  0.341  0.209  -0.469
O  -1.325  -0.275  -0.809  -0.516
H  -2.715  1.022  -0.283  0.225
H  -2.782  -0.382  0.531  0.211
H  -0.339  -0.445  -0.245  0.539


E values (in eV) by entry order: -18718.06427 -89230.12041 -26350.36005 -101018.47476 -8301.72187 -6628.26031.